DFT (wB97M-V/def2-TZVPD) results for one molecule with the formula C27H26ClN3O.

XYZ file:
```
58
Properties=species:S:1:pos:R:3:forces:R:3:nbo_charge:R:1
O 1.582577 1.424525 -1.744372 0.0 -0.1 0.0 -0.67
C 2.497756 0.980517 -0.859583 0.0 -0.3 0.3 0.39
C 2.260543 -0.098003 -0.030912 -0.2 0.6 -0.6 -0.09
C 3.249785 -0.487271 0.887006 0.4 0.3 0.1 -0.19
C 4.446019 0.170793 0.976413 -0.4 -0.3 0.1 -0.04
C 4.737623 1.268274 0.139788 -0.3 0.1 -0.3 -0.11
C 5.938012 2.005692 0.143022 0.0 0.2 -0.1 -0.12
C 6.083899 3.055210 -0.725064 0.0 -0.2 0.2 -0.26
C 5.027780 3.368115 -1.596294 0.0 0.1 -0.1 0.06
N 3.902770 2.707944 -1.627979 -0.2 0.1 -0.2 -0.45
C 3.738227 1.669510 -0.784368 0.4 -0.2 0.4 0.09
H 5.111982 4.192224 -2.292817 0.1 0.1 0.0 0.19
H 6.990327 3.639309 -0.748339 0.1 0.0 0.0 0.22
H 6.724897 1.731584 0.829839 0.1 0.0 0.0 0.23
Cl 5.623472 -0.356715 2.132571 0.1 -0.1 0.1 0.00
H 3.045195 -1.322565 1.536770 0.0 -0.1 0.1 0.24
C 0.966904 -0.872438 -0.135007 -0.1 0.1 -0.1 -0.12
N 0.193580 -0.825664 1.104611 0.3 0.0 0.0 -0.45
C 0.082685 0.490041 1.707433 0.1 0.3 0.0 -0.21
C -0.824840 1.449836 0.930518 -0.1 -0.3 0.3 -0.42
C -2.225411 0.850591 0.802253 0.2 0.2 -0.4 -0.21
C -2.114506 -0.535098 0.167082 0.1 -0.1 0.4 -0.43
C -1.129216 -1.409981 0.951585 -0.2 -0.1 -0.1 -0.21
H -1.027143 -2.381547 0.462832 -0.1 0.0 0.1 0.21
H -1.522265 -1.576686 1.960329 -0.1 -0.1 0.0 0.19
H -1.773789 -0.435423 -0.865520 0.0 0.0 -0.1 0.20
H -3.090902 -1.022571 0.151264 0.0 0.0 -0.1 0.22
C -3.146096 1.772439 -0.013975 0.0 -0.2 0.3 -0.41
C -4.557501 1.262941 -0.031856 0.0 0.1 -0.1 -0.03
C -5.059066 0.574824 -1.128954 0.0 0.0 0.0 -0.21
C -6.350840 0.078395 -1.122549 -0.1 -0.1 -0.1 -0.21
C -7.160493 0.262490 -0.015383 -0.1 -0.1 0.0 -0.22
C -6.671427 0.948072 1.083772 -0.1 0.0 0.1 -0.22
C -5.380301 1.443103 1.073786 0.0 0.0 0.0 -0.16
H -5.004598 1.981292 1.932913 0.0 0.1 0.1 0.20
H -7.299430 1.098433 1.950184 0.0 0.0 0.1 0.21
H -8.169128 -0.123929 -0.009416 -0.1 0.0 0.0 0.21
H -6.726486 -0.453903 -1.984567 0.0 0.0 -0.1 0.21
H -4.432531 0.428308 -1.997381 0.1 0.0 -0.1 0.21
H -2.761335 1.847167 -1.033050 0.0 0.1 0.0 0.21
H -3.123105 2.769855 0.432381 0.0 0.1 -0.1 0.21
H -2.651192 0.737965 1.807042 0.0 0.0 0.0 0.19
H -0.405626 1.623666 -0.062098 0.0 0.1 -0.1 0.21
H -0.867703 2.408217 1.452010 0.0 0.1 0.0 0.21
H 1.082482 0.916025 1.812147 -0.1 0.0 0.1 0.21
H -0.327998 0.340852 2.712160 0.0 0.1 0.0 0.19
C 1.336942 -2.301988 -0.468014 -0.1 -0.2 0.2 0.23
N 1.512462 -2.566505 -1.754650 -0.1 0.4 -0.2 -0.43
C 1.886460 -3.783877 -2.106283 0.1 -0.3 -0.1 0.04
C 2.104316 -4.807792 -1.198678 0.0 0.0 0.1 -0.27
C 1.909695 -4.535995 0.147303 0.0 0.0 -0.1 -0.16
C 1.520947 -3.262700 0.523053 0.0 -0.1 -0.1 -0.27
H 1.339930 -3.007131 1.554896 0.0 0.0 0.1 0.24
H 2.059472 -5.305693 0.891295 0.0 0.0 0.0 0.22
H 2.410201 -5.786805 -1.533391 0.0 -0.1 -0.1 0.22
H 2.012928 -3.940483 -3.169961 0.0 -0.1 -0.1 0.19
H 0.422719 -0.464901 -0.999400 0.1 -0.2 0.1 0.22
H 2.000353 2.167432 -2.216399 0.0 0.0 0.1 0.51
```
Forces are in eV/Å.

Output
Lowest unoccupied orbital energy   0.01 eV



DFT (wB97M-V/def2-TZVPD) results for C27H26ClN4OsPS as an isolated structure in a non-equilibrium geometry.

XYZ file:
```
61
Properties=species:S:1:pos:R:3:forces:R:3:nbo_charge:R:1
Os 0.811283 1.290082 0.118501 -0.3 -0.3 -0.9 0.26
C 4.753220 0.906888 -1.828721 0.0 0.0 0.0 -0.69
C 3.318799 0.943398 -1.413886 0.0 0.0 -0.6 0.29
N 2.848043 0.940471 -0.224368 0.1 -0.3 0.9 -0.25
N 3.688686 0.907069 0.874516 -0.3 0.1 -0.1 -0.43
C 3.217427 1.383569 2.049281 0.2 -0.1 0.0 0.33
N 4.050376 1.344670 3.078371 0.0 0.1 0.1 -0.73
S 1.655244 2.042536 2.222174 -0.1 -0.2 0.0 -0.03
C 2.243598 0.957221 -2.424849 0.3 0.0 0.2 0.13
C 2.523565 0.841996 -3.773334 0.0 0.0 -0.2 -0.19
C 1.485730 0.806215 -4.687375 0.2 0.0 -0.1 -0.14
C 0.193326 0.867829 -4.208549 -0.2 0.1 0.1 -0.20
C -0.010919 0.990692 -2.846876 0.2 0.2 -0.1 0.06
N 0.979210 1.064468 -1.944182 -0.4 -0.3 -0.4 -0.39
H 5.456845 0.996694 -1.006015 0.0 0.0 0.0 0.23
H 4.958337 1.732581 -2.510963 0.0 0.0 0.0 0.27
H 4.971460 -0.024444 -2.354077 0.0 0.0 0.0 0.27
H 4.663165 0.686361 0.748434 0.1 0.0 0.0 0.41
H 5.005059 1.030333 3.008650 0.0 0.0 0.0 0.42
H 3.738962 1.715647 3.962207 0.0 0.0 0.0 0.44
H 3.547697 0.773534 -4.112139 0.0 0.0 0.0 0.24
H 1.686856 0.720006 -5.747097 0.0 0.0 0.0 0.25
H -0.657037 0.825769 -4.875638 0.0 0.0 0.0 0.25
H -1.012522 1.031602 -2.459435 0.0 -0.1 0.0 0.19
Cl -0.274012 3.848524 -0.503588 -0.5 0.2 0.1 -0.06
C -2.232661 1.857617 -0.282853 0.2 0.0 0.9 -0.48
C -3.478555 2.599872 -0.167368 -0.4 0.3 -0.2 0.08
C -4.689882 1.958212 -0.199255 0.3 0.1 0.1 -0.28
C -4.695040 0.559931 -0.252557 0.0 -0.4 0.0 0.03
C -3.522853 -0.224501 -0.146547 -0.4 0.1 0.1 -0.22
C -2.326387 0.414106 -0.053616 0.2 -0.5 -0.6 -0.08
P -0.688419 -0.388308 0.301212 1.0 0.5 1.7 1.21
C -0.841767 -2.103418 -0.244315 -0.1 0.1 -0.7 -0.45
C -0.695386 -2.362954 -1.612373 0.1 0.0 0.0 -0.19
C -0.878265 -3.641467 -2.112057 0.0 0.0 0.0 -0.20
C -1.209835 -4.675225 -1.244844 0.0 0.0 0.0 -0.16
C -1.359384 -4.427873 0.112452 0.0 0.1 0.0 -0.21
C -1.176859 -3.146146 0.619629 -0.1 0.0 -0.1 -0.12
C -0.768329 -0.569819 2.122729 -0.5 0.0 -0.2 -0.38
C -1.833264 -0.103643 2.882762 0.0 0.1 0.1 -0.16
C -1.803147 -0.200957 4.273358 -0.1 0.0 -0.1 -0.21
C -0.717100 -0.785410 4.897335 0.1 -0.1 0.0 -0.18
C 0.340758 -1.276151 4.133432 0.0 0.0 0.1 -0.20
C 0.323853 -1.161626 2.755226 0.0 0.0 0.1 -0.21
H -3.418772 3.684780 -0.139401 0.0 -0.1 -0.1 0.25
H -5.622072 2.505373 -0.178207 0.0 0.0 0.0 0.27
H -5.651998 0.051187 -0.329500 0.1 0.0 0.0 0.25
H -3.591089 -1.303336 -0.062714 0.0 0.0 0.0 0.25
H -0.425554 -1.559553 -2.291814 0.0 -0.1 0.0 0.21
H -0.761130 -3.835243 -3.170808 0.0 0.0 0.0 0.23
H -1.346875 -5.678191 -1.629093 0.0 0.0 0.0 0.24
H -1.622600 -5.235070 0.783727 0.0 0.0 0.0 0.24
H -1.297413 -2.970152 1.678854 0.0 0.0 0.0 0.23
H -2.702348 0.339098 2.407233 0.0 0.0 0.1 0.19
H -2.635013 0.168577 4.859664 0.0 0.0 0.0 0.23
H -0.693855 -0.869589 5.976163 0.0 0.0 0.0 0.24
H 1.182594 -1.752824 4.620898 0.0 0.0 0.0 0.23
H 1.147334 -1.549219 2.167352 0.0 0.0 0.0 0.22
C -0.940277 2.391918 0.374129 0.6 0.1 -0.3 -0.37
H -2.052436 1.942386 -1.376667 0.0 0.1 0.0 0.36
H -1.158400 2.723900 1.386764 -0.1 0.1 0.0 0.21
```
Forces are in eV/Å.

Output
Lowest unoccupied orbital energy   -7.64 eV
Relative energy (zero: lowest compared OMol25 entry of this formula, charge and spin)   36.5 kcal/mol
Charge   +2



DFT (wB97M-V/def2-TZVPD) results for C27H26FN4O13PS2Tl as an isolated structure in a non-equilibrium geometry.

XYZ file:
```
75
Properties=species:S:1:pos:R:3:forces:R:3:mulliken_charge:R:1
Tl -0.297767 -0.455401 0.173756 0.6 0.5 0.6 2.34
C 6.514634 3.428636 -1.960322 0.0 0.0 0.0 -1.39
C 6.228569 3.222193 -0.476930 0.0 0.0 0.0 -0.27
C 7.463834 2.857006 0.334392 0.0 0.0 0.0 -1.05
C 8.002741 1.499019 -0.093522 0.0 0.0 0.0 -1.24
C 6.910981 0.464081 -0.022641 0.0 0.0 0.0 1.17
C 7.200280 -0.871994 0.152575 0.0 0.0 0.0 -0.80
C 6.177399 -1.810680 0.225562 0.0 0.0 0.0 -0.02
F 6.524971 -3.105040 0.383304 0.0 0.0 0.0 -0.38
C 4.858385 -1.462296 0.154005 0.0 0.0 0.0 -0.93
C 4.545231 -0.108568 -0.012150 0.0 0.0 0.0 0.51
C 3.121918 0.280743 -0.049501 -0.1 0.0 0.0 1.01
O 2.268091 -0.575626 0.176248 0.0 0.0 0.0 -0.43
C 2.854884 1.666003 -0.324980 0.1 0.0 0.0 -0.04
C 3.906697 2.525700 -0.407382 0.0 0.0 0.0 -0.33
N 5.203619 2.182767 -0.296790 0.0 0.0 0.1 0.18
C 5.558831 0.847169 -0.114536 0.0 0.1 0.0 -0.62
C 1.487072 2.275398 -0.490427 -0.1 0.0 0.0 0.26
O 1.403204 3.496475 -0.565564 0.0 0.0 0.0 -0.77
O 0.459393 1.501075 -0.582962 -0.2 -0.2 -0.1 -0.85
H 7.310444 4.162759 -2.096306 0.0 0.0 0.0 0.39
H 5.623013 3.789801 -2.472666 0.0 0.0 0.0 0.39
H 6.815536 2.495937 -2.437911 0.0 0.0 0.0 0.36
H 5.798950 4.138150 -0.067354 0.0 0.0 0.0 0.51
H 7.193551 2.825548 1.392628 0.0 0.0 0.0 0.36
H 8.215812 3.636680 0.206642 0.0 0.0 0.0 0.43
H 8.834878 1.196461 0.543573 0.0 0.0 0.0 0.45
H 8.396141 1.559364 -1.112250 0.0 0.0 0.0 0.36
H 8.227717 -1.204209 0.236212 0.0 0.0 0.0 0.52
H 4.059960 -2.192215 0.217803 0.0 0.0 0.0 0.65
H 3.698227 3.575873 -0.572790 0.0 0.0 0.0 0.62
O -3.987807 -2.152899 -1.127616 0.0 0.0 -0.1 -0.73
S -2.624622 -2.158180 -0.685412 0.0 0.0 0.0 1.56
O -1.841929 -1.020273 -1.296760 0.1 -0.1 0.1 -0.76
O -2.380509 -2.170985 0.742338 -0.1 -0.1 0.1 -0.54
C -1.915581 -3.692768 -1.334166 0.1 -0.1 0.0 -0.73
C -2.852253 -4.556762 -1.882184 0.0 0.0 0.0 -0.56
C -2.491547 -5.824711 -2.322579 -0.1 0.0 0.0 -0.59
C -1.183489 -6.246594 -2.213228 0.1 0.0 0.0 -0.60
C -0.229147 -5.390018 -1.679437 0.0 0.0 0.0 -0.42
C -0.575397 -4.122008 -1.245621 -0.1 0.0 0.0 -0.10
S 0.774342 -3.091938 -0.686683 -0.2 0.0 -0.1 1.69
O 1.969617 -3.889553 -0.688878 0.0 -0.1 0.0 -0.73
O 0.753592 -1.950865 -1.603239 0.1 0.0 0.0 -0.63
O 0.354473 -2.632142 0.664882 0.1 0.0 -0.1 -0.51
H -3.875433 -4.219377 -1.950773 0.0 0.0 0.0 0.58
H -3.244099 -6.477329 -2.746347 0.0 0.0 0.0 0.38
H -0.895493 -7.235634 -2.546061 0.0 0.0 0.0 0.38
H 0.807196 -5.686432 -1.600175 0.0 0.0 0.0 0.54
N -1.833021 2.857632 0.504769 0.0 0.0 0.0 -0.22
C -2.151526 1.984608 1.481443 -0.1 -0.1 -0.2 0.42
O -1.842939 0.751055 1.367024 0.1 0.1 0.1 -0.28
C -2.853461 2.458915 2.620407 0.0 0.1 0.0 0.43
C -3.304494 1.584882 3.636323 0.0 0.0 -0.1 0.22
N -3.689551 0.894230 4.477826 0.1 -0.1 0.1 -0.74
C -3.086414 3.847268 2.758737 0.0 -0.1 0.2 -0.21
N -3.233744 4.988561 2.875806 0.0 0.0 -0.1 -0.65
H -1.136436 2.584102 -0.179441 0.0 0.0 0.1 0.08
H -2.014600 3.837335 0.642307 0.0 0.0 0.0 0.26
C -1.158412 -1.377810 3.758877 0.0 0.0 0.0 -0.70
O -0.202108 -0.289821 3.887414 0.1 0.0 0.0 -0.38
P 0.816713 -0.132482 2.671361 -0.2 -0.2 -0.3 0.58
O 2.017386 -1.134781 2.969239 -0.1 0.0 0.0 0.00
C 2.680702 -1.125705 4.236936 0.0 0.0 0.0 -0.87
O 1.517252 1.263561 3.005337 0.0 0.0 0.1 -0.41
C 0.752237 2.481152 3.119025 0.0 0.0 0.0 -0.58
H -1.515211 -1.588951 4.762071 0.0 0.0 0.0 0.33
H -0.677912 -2.262961 3.337099 0.0 0.0 0.0 0.39
H -1.981164 -1.065003 3.124344 0.0 0.0 0.0 0.14
H 3.052779 -2.133983 4.403589 0.0 0.0 0.0 0.23
H 1.998125 -0.848822 5.040524 0.0 0.0 0.0 0.34
H 3.513859 -0.423828 4.207023 0.0 0.0 0.0 0.25
H 1.275797 3.111921 3.833294 0.0 0.0 0.0 0.33
H -0.251303 2.279790 3.488716 0.0 0.0 0.0 0.28
H 0.707714 2.975691 2.149522 0.0 0.0 0.0 0.15
```
Forces are in eV/Å.

Output
Lowest unoccupied orbital energy   1.79 eV
Relative energy (zero: lowest compared OMol25 entry of this formula, charge and spin)   15.3 kcal/mol
Charge   -1



| no. | Kohn-Sham gap (eV) |
| --- | --- |
| 1 | 8.159 |
| 2 | 5.069 |
| 3 | 7.013 |